1.
Density functional theory data (ωB97M-V with the def2-TZVPD basis set) for 4 unconnected molecules or ions with the total composition C4H16N8O4 at a distorted geometry.

Each line ends with the Löwdin charge.
CARTESIAN COORDINATES (ANGSTROEM)
O -15.484 17.834 1.450  0.10
O -14.110 17.680 6.369  0.07
O -11.257 14.067 5.662  0.04
O -12.169 19.176 8.315  0.11
N -11.807 15.494 7.252  0.08
N -14.319 18.227 4.260  0.19
N -9.748 15.061 6.901  0.20
N -11.343 17.718 7.001  0.13
N -15.364 15.733 1.941  0.19
N -13.588 17.073 2.198  0.11
N -13.068 17.145 8.123  0.07
N -12.680 17.136 4.800  0.20
C -12.155 18.091 7.934  -0.82
C -10.945 14.851 6.544  -0.81
C -14.816 16.918 1.770  -0.80
C -13.724 17.695 5.242  -0.78
H -12.297 17.358 3.892  0.12
H -11.433 15.736 8.158  0.15
H -15.265 18.468 4.518  0.14
H -14.183 17.856 3.330  0.00
H -13.781 17.394 8.793  0.13
H -16.334 15.520 1.753  0.13
H -13.152 17.983 2.158  0.15
H -13.065 16.209 2.184  0.14
H -12.801 15.476 7.077  0.14
H -14.797 14.997 2.336  0.11
H -11.352 16.760 6.682  -0.02
H -13.374 16.737 7.251  0.03
H -9.426 15.623 7.676  0.13
H -10.649 18.353 6.633  0.14
H -12.078 16.669 5.463  0.08
H -9.066 14.676 6.263  0.14

Results
LUMO in eV: 0.17
Energy relative to the best compared isomer or geometry (same formula, charge and spin) in kJ/mol: 825.1
Charge: 0
SMILES: NC(N)=O.NC(N)=O.NC(N)=O.NC(N)=O

---

2.
Density functional theory data (ωB97M-V with the def2-TZVPD basis set) for a molecular structure, C4H16N8O4Tl at a distorted geometry.

Each line ends with the Löwdin charge.
CARTESIAN COORDINATES (ANGSTROEM)
Tl 0.013 -1.535 -1.434  1.26
O -0.656 1.342 -1.356  0.02
O -1.494 -0.648 0.870  0.01
O 2.435 -0.175 -2.211  -0.02
O 0.568 -2.382 1.341  0.03
N -3.292 -0.924 2.225  0.22
N 3.712 0.296 -3.961  0.26
N 4.583 0.301 -1.908  0.25
N -0.459 -3.341 3.101  0.25
N -3.085 1.014 1.266  0.25
N 1.577 -2.432 3.307  0.28
N -1.593 2.926 -2.642  0.23
N -1.475 3.227 -0.450  0.21
C -2.528 -0.190 1.405  -0.57
C 0.530 -2.691 2.547  -0.63
C -1.175 2.436 -1.493  -0.65
C 3.553 0.036 -2.679  -0.64
H 4.577 0.695 -4.297  0.15
H -1.845 2.341 -3.423  0.15
H -3.986 1.131 1.700  0.15
H -1.338 -3.533 2.648  0.14
H -1.172 2.977 0.478  0.13
H 4.405 0.288 -0.916  0.15
H 2.916 0.259 -4.582  0.15
H 2.316 -2.127 2.683  0.15
H -0.372 -3.574 4.080  0.15
H 1.819 -3.230 3.883  0.16
H -2.260 3.823 -0.667  0.14
H -3.018 -1.879 2.389  0.12
H -4.214 -0.544 2.367  0.14
H -1.897 3.888 -2.597  0.14
H 5.456 0.567 -2.336  0.15
H -2.601 1.658 0.663  0.09

Results
LUMO in eV: -16.18
Energy relative to the best compared isomer or geometry (same formula, charge and spin) in kJ/mol: 124.9
Charge: +3

---

3.
Density functional theory data (ωB97M-V with the def2-TZVPD basis set) for 3 unconnected molecules or ions with the total composition C4H16NO2 at a distorted geometry.

Each line ends with the Löwdin charge.
CARTESIAN COORDINATES (ANGSTROEM)
O -0.619 -2.407 1.683  -0.04
O -2.954 1.017 1.022  -0.04
N -0.427 -0.014 0.591  0.18
C 1.484 -0.047 -2.754  -0.07
C 0.563 0.748 -0.357  -0.28
C 1.684 1.338 0.481  -0.05
C 1.077 -0.332 -1.312  -0.22
H -3.280 1.463 0.227  0.08
H 0.738 -0.426 -3.454  0.08
H -1.301 0.524 0.772  0.10
H 0.067 -0.302 1.423  0.13
H -0.016 1.619 -0.653  0.15
H 2.146 0.838 1.339  0.10
H 0.353 -1.165 -1.350  0.10
H 1.501 2.376 0.733  0.08
H -0.760 -0.833 0.091  0.11
H 1.413 1.009 -3.043  0.08
H 0.296 -2.532 1.963  0.06
H 1.769 -0.988 -0.756  0.13
H -1.111 -2.981 2.281  0.07
H 2.503 -0.342 -2.976  0.08
H -3.698 0.781 1.592  0.08
H 2.553 1.422 -0.192  0.10

Results
LUMO in eV: -2.91
Energy relative to the best compared isomer or geometry (same formula, charge and spin) in kJ/mol: 122.9
Charge: +1

---

4.
Density functional theory data (ωB97M-V with the def2-TZVPD basis set) for a molecular structure, C4H16NO2 at a distorted geometry.

Each line ends with the Löwdin charge.
CARTESIAN COORDINATES (ANGSTROEM)
O -0.154 -2.348 -1.057  -0.07
O -0.395 -1.893 1.442  -0.16
N -1.791 0.267 0.781  0.27
C -0.150 0.865 -1.661  -0.04
C 1.527 1.882 -0.090  -0.04
C 0.381 0.879 -0.232  -0.38
C -0.823 1.253 0.697  -0.17
H -0.861 0.035 -1.770  0.09
H -0.523 -3.178 -1.382  0.07
H -1.292 2.154 0.289  0.16
H 2.324 1.519 -0.735  0.10
H -0.145 -2.509 2.159  0.06
H -0.266 1.593 1.585  0.20
H 0.746 -0.103 0.046  0.11
H -0.321 -2.277 -0.066  -0.05
H -1.384 -0.617 1.163  0.07
H 1.122 -2.395 0.659  0.08
H 1.205 2.864 -0.423  0.10
H 1.604 -3.010 0.716  0.17
H -0.776 1.728 -1.905  0.10
H -2.632 0.665 1.222  0.16
H 1.920 1.841 0.912  0.08
H 0.686 0.783 -2.350  0.10

Results
LUMO in eV: -9.98
Energy relative to the best compared isomer or geometry (same formula, charge and spin) in kJ/mol: 926.5
Charge: +1

---

5.
Density functional theory data (ωB97M-V with the def2-TZVPD basis set) for 3 unconnected molecules or ions with the total composition C4H16NO2 at a distorted geometry.

Each line ends with the Löwdin charge.
CARTESIAN COORDINATES (ANGSTROEM)
O -2.176 3.117 3.167  -0.11
O -0.033 -1.181 2.699  -0.08
N -0.609 -0.718 -0.148  0.19
C 0.821 -0.592 -0.593  -0.38
C -0.145 1.273 -2.177  -0.09
C 0.798 0.068 -1.958  -0.21
C 1.490 -1.992 -0.535  -0.03
H -1.193 -1.145 -0.885  0.18
H -0.169 2.113 -1.495  0.08
H -1.022 0.196 0.103  0.17
H 0.363 -0.756 -2.552  0.12
H -3.182 3.122 3.312  0.08
H -0.606 -1.375 0.640  0.12
H -1.806 3.904 2.739  0.03
H 1.258 0.132 0.126  0.16
H 1.651 -2.228 0.541  0.08
H -0.162 -1.844 3.326  0.00
H 0.586 -0.481 3.234  0.16
H -1.158 0.838 -2.160  0.07
H 2.472 -1.861 -1.082  0.12
H 0.936 -2.860 -0.911  0.09
H 0.080 1.815 -3.081  0.08
H 1.807 0.454 -2.313  0.15

Results
LUMO in eV: -3.09
Energy relative to the best compared isomer or geometry (same formula, charge and spin) in kJ/mol: 153.3
Charge: +1

---

6.
Density functional theory data (ωB97M-V with the def2-TZVPD basis set) for 3 unconnected molecules or ions with the total composition C4H16NO2 at a distorted geometry.

Each line ends with the Mulliken spin population.
CARTESIAN COORDINATES (ANGSTROEM)
O -2.882 -0.437 -0.530  0.00
O 0.770 -1.922 -2.862  0.00
N -0.114 -0.389 -0.775  0.01
C 1.103 1.327 2.008  0.30
C 0.568 -0.040 1.689  0.06
C 0.283 2.557 1.089  0.37
C 0.880 -0.710 0.361  0.00
H -3.547 -0.741 0.108  0.00
H 0.598 3.431 1.674  0.03
H -3.340 -0.401 -1.379  0.00
H -0.500 -0.107 1.905  0.02
H 1.039 -0.652 2.493  0.12
H -1.083 -0.492 -0.428  0.00
H 0.218 -2.367 -3.518  0.00
H 1.470 -1.472 -3.352  0.00
H 0.681 2.573 0.093  0.01
H -0.758 2.296 1.244  0.04
H 0.227 -0.977 -1.574  0.00
H 0.008 0.571 -1.103  0.00
H 0.812 -1.802 0.379  0.01
H 2.151 1.610 1.836  0.04
H 0.908 1.503 3.069  0.00
H 1.845 -0.426 -0.040  0.00

Results
LUMO (alpha / beta) in eV: -6.51 / -13.74
<S²>: 0.753
Multiplicity: 2
Energy relative to the best compared isomer or geometry (same formula, charge and spin) in kJ/mol: 0.0
Charge: +2

---

7.
Density functional theory data (ωB97M-V with the def2-TZVPD basis set) for 3 unconnected molecules or ions with the total composition C4H16NO3 at a distorted geometry.

Each line ends with the Löwdin charge.
CARTESIAN COORDINATES (ANGSTROEM)
O -0.370 -1.198 -3.144  -0.05
O 0.556 2.098 2.472  -0.05
O -2.565 -0.892 -0.347  -0.08
N -0.756 0.006 1.470  0.22
C -1.515 -0.023 -0.820  -0.20
C 0.967 0.180 -0.262  -0.21
C -0.355 -0.450 0.071  -0.27
C 2.307 -0.263 0.395  -0.07
H 3.056 -0.539 -0.339  0.07
H 1.262 2.753 2.300  0.09
H -0.327 -0.781 -4.017  0.07
H 2.261 -1.073 1.124  0.08
H 0.576 1.985 3.426  0.07
H -1.359 -0.139 -1.921  0.11
H -0.290 -1.542 -0.068  0.17
H 0.988 1.273 -0.151  0.11
H -1.226 0.900 1.336  0.15
H -1.371 -0.712 1.855  0.17
H -1.976 0.979 -0.710  0.14
H 2.782 0.607 0.861  0.07
H -2.950 -1.449 -1.035  0.10
H -0.839 -2.030 -3.270  0.06
H 1.130 0.132 -1.339  0.11
H 0.016 0.179 2.114  0.13

Results
LUMO in eV: -2.86
Energy relative to the best compared isomer or geometry (same formula, charge and spin) in kJ/mol: 118.9
Charge: +1

---

8.
Density functional theory data (ωB97M-V with the def2-TZVPD basis set) for 4 unconnected molecules or ions with the total composition C4H16NO4 at a distorted geometry.

Each line ends with the Löwdin charge.
CARTESIAN COORDINATES (ANGSTROEM)
O 1.469 -0.283 2.232  -0.10
O -1.219 -1.884 2.087  -0.24
O -0.842 0.167 0.848  -0.36
O -0.358 2.393 2.357  -0.11
N 0.074 -1.116 -1.446  -0.09
C -1.341 -0.809 -1.321  -0.23
C -1.651 0.368 -0.267  -0.30
C 0.804 0.040 -2.082  -0.26
C 2.016 0.413 -1.188  -0.09
H 2.679 -0.425 -0.990  0.07
H 1.137 -0.315 -3.058  0.09
H -1.187 -0.812 1.719  0.01
H -1.634 -0.413 -2.315  0.09
H 1.666 0.915 -0.297  0.06
H -2.687 0.193 0.081  0.10
H 0.922 -0.170 1.430  -0.02
H -0.321 1.422 2.190  0.00
H 0.124 0.876 -2.164  0.09
H -0.583 -2.227 1.444  -0.02
H 0.869 -0.657 2.885  0.02
H -1.957 -1.687 -1.106  0.09
H -1.536 1.338 -0.752  0.08
H 0.500 -1.302 -0.549  0.07
H 0.426 2.871 2.061  0.02
H 2.630 1.104 -1.800  0.06

Results
LUMO in eV: 3.71
Energy relative to the best compared isomer or geometry (same formula, charge and spin) in kJ/mol: 0.0
Charge: -1

---

9.
Density functional theory data (ωB97M-V with the def2-TZVPD basis set) for a molecular structure, C4H16NO7 at a distorted geometry.

Each line ends with the Löwdin charge.
CARTESIAN COORDINATES (ANGSTROEM)
O -0.804 3.283 -1.387  -0.09
O 1.019 0.945 -2.744  -0.06
O 3.701 1.093 0.814  -0.13
O 1.599 -0.784 1.424  0.02
O -1.667 -0.037 -1.250  -0.08
O -0.104 0.616 1.064  -0.03
O 1.256 2.428 0.264  -0.20
N 0.141 -2.909 0.646  0.04
C -1.966 -1.362 -0.842  -0.26
C 0.406 -0.563 1.212  -0.54
C -0.555 -1.824 1.300  -0.30
C -1.915 -1.614 0.655  -0.16
H 0.009 2.984 -0.916  -0.02
H -1.482 2.676 -1.079  0.01
H 1.146 1.908 -2.823  0.04
H -2.538 -2.465 0.955  0.11
H 0.494 -2.733 -0.283  0.07
H -1.231 -2.001 -1.338  0.10
H -2.429 -0.725 1.030  0.12
H 0.934 -3.294 1.138  0.07
H 0.632 0.781 -1.898  -0.02
H -1.175 0.425 -0.561  0.03
H 0.735 1.527 0.742  0.01
H 2.953 1.723 0.647  -0.01
H -0.760 -1.886 2.364  0.14
H 3.285 0.303 1.206  -0.01
H 1.255 3.129 0.916  0.03
H -2.940 -1.624 -1.257  0.11

Results
LUMO in eV: 3.47
Energy relative to the best compared isomer or geometry (same formula, charge and spin) in kJ/mol: 28.6
Charge: -1